DFT (wB97M-V/def2-TZVPD) results for a structure of composition C33H45As3O2Pd.

Calculated values
largest force on an atom = 0.9 eV/Å
LUMO = 4.326 eV
total charge = -2
HOMO-LUMO gap = 3.905 eV
energy relative to the best compared isomer or geometry (same formula, charge and spin) = 0.0000 eV

Each line ends with the Löwdin charge.
Positions of all 84 atoms, in Å:
Pd -0.212 0.491 -0.155  0.173
C -0.978 -4.079 0.492  -0.360
As -0.270 -2.166 0.036  1.103
C -1.730 -2.018 -1.301  -0.373
C 1.265 -2.955 -1.036  -0.373
C 1.839 -2.497 -2.397  -0.661
C 2.920 -3.540 -2.742  -0.100
C 2.526 -1.131 -2.301  -0.329
As 1.475 0.474 -1.757  1.090
C 3.060 1.584 -1.489  -0.306
C 1.049 1.230 -3.547  -0.320
C 0.705 -2.517 -3.444  -0.376
As 0.834 -2.937 -5.389  1.113
C 0.916 -1.125 -6.157  -0.373
C 2.710 -3.343 -5.894  -0.383
H -1.450 -4.587 -0.355  -0.014
H -1.721 -3.954 1.283  -0.017
H -0.165 -4.700 0.880  -0.017
H -1.832 -2.880 -1.967  -0.001
H -1.603 -1.099 -1.870  -0.026
H -2.653 -1.914 -0.725  0.002
H 1.013 -4.016 -1.143  0.051
H 2.082 -2.895 -0.308  0.059
H 3.550 -3.733 -1.872  0.080
H 3.565 -3.194 -3.549  0.045
H 2.455 -4.486 -3.039  0.079
H 3.039 -0.903 -3.246  0.067
H 3.293 -1.199 -1.522  0.079
H 3.809 1.417 -2.269  0.015
H 3.470 1.339 -0.510  0.005
H 2.764 2.632 -1.478  0.016
H 1.910 1.251 -4.223  0.006
H 0.717 2.253 -3.363  0.012
H 0.224 0.696 -4.016  -0.013
H 0.176 -1.562 -3.396  0.038
H -0.007 -3.275 -3.114  0.033
H -0.035 -0.610 -6.033  0.009
H 1.130 -1.194 -7.225  0.005
H 1.698 -0.536 -5.678  -0.001
H 3.039 -4.298 -5.492  -0.001
H 3.399 -2.557 -5.588  0.011
H 2.723 -3.410 -6.984  0.001
C -0.126 4.038 2.018  -0.035
C 0.915 3.054 1.485  -0.402
O 0.812 2.721 0.307  -0.076
C 1.942 2.621 2.444  -0.100
C 2.207 3.445 3.546  -0.094
C 3.102 3.116 4.542  -0.160
C 3.758 1.880 4.465  -0.151
C 3.533 1.035 3.414  -0.050
C 2.633 1.339 2.327  -0.417
O 2.499 0.522 1.388  -0.110
H -0.972 4.048 1.332  0.059
H 0.293 5.045 2.074  0.069
H -0.472 3.741 3.008  0.078
H 1.697 4.401 3.612  0.088
H 3.274 3.782 5.380  0.068
H 4.453 1.595 5.252  0.080
H 4.042 0.078 3.362  0.090
C -3.268 1.079 6.247  -0.143
C -2.065 0.390 6.156  -0.125
C -1.488 0.139 4.923  -0.054
C -2.082 0.569 3.723  -0.208
C -3.288 1.284 3.840  -0.034
C -3.867 1.524 5.074  -0.117
C -1.412 0.272 2.456  -0.147
C -1.822 0.531 1.193  -0.246
C -3.105 0.956 0.720  -0.292
C -3.279 2.179 0.028  -0.069
C -4.492 2.538 -0.515  -0.130
C -5.599 1.690 -0.420  -0.154
C -5.450 0.475 0.239  -0.135
C -4.242 0.115 0.807  -0.083
H -3.722 1.276 7.211  0.077
H -1.569 0.057 7.062  0.086
H -0.550 -0.401 4.862  0.105
H -3.767 1.659 2.948  0.098
H -4.792 2.090 5.126  0.088
H -0.431 -0.189 2.575  0.061
H -2.408 2.815 -0.088  0.089
H -4.591 3.485 -1.036  0.084
H -6.552 1.968 -0.856  0.070
H -6.303 -0.192 0.328  0.084
H -4.144 -0.833 1.325  0.107